Here is a cluster of 6 separate species, C32H62BN4O22 in total in a non-equilibrium geometry from the OMol25 dataset. Energies are from ωB97M-V with the def2-TZVPD basis set.

Calculated values
electronic energy = -85851.8096 eV
net charge = +1
LUMO level = -4.2 eV

Each line ends with the Mulliken charge.
CARTESIAN COORDINATES (ANGSTROEM)
C  -4.172  -2.308  4.296  -0.957
C  -3.234  -2.527  2.968  -0.039
O  -3.075  -1.339  2.114  -0.019
N  -1.971  -0.633  2.416  0.127
C  -0.548  -0.975  1.995  -0.612
C  -0.667  -2.200  0.704  0.431
C  0.147  -3.689  1.069  -0.700
O  0.677  -2.564  -0.007  -0.443
C  -2.102  0.530  3.186  -0.045
N  -0.832  1.290  3.508  -0.147
C  -1.448  2.426  4.338  -0.148
C  -0.367  3.533  4.889  -0.405
C  0.973  2.775  5.493  -0.562
O  2.183  3.080  4.710  -0.369
C  2.748  1.885  4.064  0.611
O  3.280  0.827  4.729  -0.553
C  2.713  1.826  2.408  0.161
C  4.113  1.216  1.771  -0.855
N  -2.958  2.342  4.463  0.188
B  -3.776  3.361  5.235  0.449
O  -3.614  4.828  5.199  -0.462
O  -4.818  2.818  6.159  -0.510
N  -3.337  1.197  3.750  0.284
O  -4.617  0.807  3.617  -0.381
H  -4.393  -3.393  4.742  0.385
H  -3.712  -1.603  5.115  0.212
H  -5.239  -1.915  3.933  0.206
H  -3.796  -3.339  2.298  0.264
H  -2.165  -2.956  3.181  0.261
H  0.096  -1.463  2.842  0.328
H  -0.017  -0.114  1.403  0.168
H  -1.746  -2.268  0.067  0.139
H  0.246  -4.508  0.223  0.394
H  1.059  -3.428  1.794  0.298
H  -0.858  4.299  5.640  0.332
H  0.001  4.138  3.930  0.348
H  0.845  1.598  5.524  0.367
H  1.046  3.112  6.634  0.363
H  2.536  2.894  1.913  0.314
H  1.774  1.150  2.125  -0.315
H  4.319  0.093  2.112  0.249
H  4.989  1.931  2.114  0.214
H  4.024  1.301  0.591  0.350
H  -2.943  5.116  4.512  0.338
H  -5.711  3.146  5.842  0.335
H  -4.862  0.424  4.520  0.401
C  -4.748  -1.917  -1.387  -0.754
C  -6.194  -2.343  -1.205  -0.335
O  -6.550  -3.348  -2.163  -0.326
C  -6.145  -4.608  -1.869  0.740
O  -5.524  -4.950  -0.873  -0.573
O  -6.527  -5.423  -2.883  -0.312
C  -6.091  -6.773  -2.735  -0.622
H  -4.562  -1.616  -2.423  0.257
H  -4.504  -1.082  -0.724  0.287
H  -4.062  -2.742  -1.168  0.198
H  -6.851  -1.486  -1.385  0.320
H  -6.389  -2.689  -0.183  0.325
H  -6.383  -7.181  -1.763  0.287
H  -5.006  -6.830  -2.868  0.293
H  -6.568  -7.371  -3.516  0.227
C  -2.961  -1.715  -7.727  -1.064
C  -3.350  -2.267  -6.367  0.011
O  -2.190  -2.701  -5.646  -0.389
C  -1.476  -1.719  -5.040  0.705
O  -1.741  -0.526  -5.051  -0.561
O  -0.402  -2.288  -4.438  -0.340
C  0.480  -1.350  -3.826  -0.574
H  -2.352  -2.440  -8.278  0.304
H  -3.850  -1.477  -8.317  0.269
H  -2.360  -0.806  -7.628  0.329
H  -3.988  -3.148  -6.501  0.280
H  -3.925  -1.539  -5.784  0.232
H  -0.057  -0.686  -3.141  0.251
H  1.001  -0.772  -4.595  0.300
H  1.223  -1.908  -3.249  0.214
C  -9.075  2.071  -9.330  -1.093
C  -7.831  1.724  -10.129  -0.165
O  -6.970  0.860  -9.377  -0.348
C  -7.322  -0.449  -9.361  0.684
O  -8.284  -0.942  -9.931  -0.558
O  -6.434  -1.117  -8.584  -0.214
C  -6.736  -2.500  -8.419  -0.520
H  -8.803  2.475  -8.350  0.286
H  -9.684  2.807  -9.862  0.360
H  -9.689  1.183  -9.149  0.308
H  -7.264  2.638  -10.334  0.289
H  -8.084  1.279  -11.099  0.308
H  -6.874  -2.996  -9.385  0.325
H  -7.629  -2.614  -7.796  0.331
H  -5.894  -2.974  -7.907  0.037
C  6.112  3.098  6.665  -1.220
C  6.145  2.254  5.403  0.038
O  7.496  1.976  5.014  -0.290
C  8.108  0.976  5.695  0.629
O  7.610  0.302  6.584  -0.600
O  9.379  0.867  5.234  -0.235
C  10.162  -0.103  5.925  -0.741
H  6.723  3.998  6.543  0.326
H  5.087  3.393  6.907  0.334
H  6.523  2.549  7.518  0.329
H  5.686  2.813  4.580  0.219
H  5.572  1.327  5.521  0.290
H  9.661  -1.076  5.949  0.319
H  10.378  0.247  6.940  0.292
H  11.109  -0.219  5.390  0.240
C  9.632  2.248  2.800  -0.774
C  10.944  2.025  2.068  -0.351
O  10.707  1.670  0.700  -0.364
C  10.420  2.702  -0.132  0.773
O  10.360  3.882  0.180  -0.561
O  10.189  2.196  -1.369  -0.335
C  9.798  3.174  -2.329  -0.622
H  8.974  1.381  2.684  0.255
H  9.807  2.421  3.866  0.284
H  9.095  3.111  2.395  0.390
H  11.478  1.186  2.526  0.258
H  11.600  2.901  2.138  0.313
H  10.509  4.005  -2.364  0.293
H  8.791  3.537  -2.102  0.281
H  9.780  2.697  -3.313  0.227